Molecular formula: C13H10InN2O4S
Method: DFT, wB97M-V/def2-TZVPD

CARTESIAN COORDINATES (ANGSTROEM)
1 In 0.06412 1.37172 -1.61595
2 S 1.26827 -3.03223 0.85225
3 O 3.13859 1.74545 -0.01581
4 O -3.31723 1.74491 -0.03832
5 O 0.89461 1.94617 1.97458
6 O 0.23413 4.94982 -0.46350
7 N 0.15402 -0.76550 0.12768
8 N 1.74736 -1.66342 -1.38229
9 C 2.34261 1.37061 -0.77781
10 C -0.42638 -2.80527 3.09941
11 C -0.41689 -1.07031 1.37480
12 C 0.05444 -2.29390 1.90403
13 C 0.18952 3.94967 -0.97688
14 C -2.34037 1.54083 -0.60287
15 C 0.23187 1.55601 -3.95208
16 C -1.36169 -0.32208 2.10048
17 C 0.35217 2.14969 0.98711
18 C 1.01903 -1.68690 -0.24211
19 C -1.42296 -2.09137 3.77384
20 C 0.25432 0.14673 -3.70769
21 C -1.88279 -0.86154 3.27643
22 H -0.64985 -0.44664 -3.75677
23 H 2.02836 -0.74784 -1.71613
24 H 1.15075 2.04956 -4.29306
25 H 2.38490 -2.43875 -1.47976
26 H -2.66528 -0.32831 3.81912
27 H -0.68194 2.03577 -4.30080
28 H 1.18246 -0.41683 -3.84552
29 H -0.02368 -3.75645 3.45571
30 H -1.67019 0.65566 1.72262
31 H -1.83225 -2.48528 4.69929

Calculated values
M = 405.12 g/mol
orbital gap (alpha / beta) = 3.535 / 3.551 eV
total charge = +3
HOMO energy (alpha / beta) = -17.5 / -17.6 eV


Molecular formula: C4H8O2
Method: DFT, wB97M-V/def2-TZVPD

CARTESIAN COORDINATES (ANGSTROEM)
1 O -0.13652 1.72516 -2.31581
2 O -2.34578 0.43147 -0.22714
3 C 2.07361 -1.18369 0.69102
4 C 0.84460 -0.78862 1.20369
5 C -0.43237 -0.76954 0.51995
6 C -1.33172 0.22158 0.63512
7 H -2.41128 -0.40286 -0.71242
8 H -0.48023 2.62043 -2.28990
9 H 0.05556 1.58147 -1.45227
10 H 0.67476 -0.46344 2.26846
11 H 2.27703 -1.30663 -0.33246
12 H -1.27398 1.04399 1.23200
13 H -0.53126 -1.54422 -0.33471
14 H 3.01759 -1.16511 1.11446

Calculated values
energy above the lowest of the compared OMol25 structures with the same formula, charge and spin = 289.4 kJ/mol
M = 88.11 g/mol
orbital gap = 9.252 eV
HOMO energy = -8.4 eV


Molecular formula: CH5NO
Method: DFT, wB97M-V/def2-TZVPD

CARTESIAN COORDINATES (ANGSTROEM)
1 O 1.24207 -0.36774 0.34184
2 N -0.88843 0.39120 0.54453
3 C -0.10014 -0.14475 -0.43352
4 H 0.00867 0.38488 -1.37621
5 H -0.69253 -0.13500 1.39040
6 H 1.70600 -0.41204 -0.49972
7 H -0.74016 1.43308 0.68761
8 H -0.53547 -1.14962 -0.65493

Calculated values
energy above the lowest of the compared OMol25 structures with the same formula, charge and spin = 78.4 kJ/mol
M = 47.06 g/mol
orbital gap = 10.641 eV
HOMO energy = -9.6 eV